Formula: C58H55F5N6O5STe2W
Source: the Open Molecules 2025 dataset
Level of theory: the ωB97M-V functional and the def2-TZVPD basis

```
! RIJCOSX wB97M-V def2-TZVPD def2/J DEFGRID3
* xyz -1 2
W -0.660 -0.849 -1.710
C -1.159 -7.481 -2.529
C -0.496 -6.169 -2.189
C 0.523 -5.648 -2.987
C 1.063 -4.408 -2.715
C 0.625 -3.638 -1.637
N 1.124 -2.337 -1.423
C 2.437 -2.356 -0.976
C 3.046 -3.576 -0.587
C 4.397 -3.700 -0.311
C 5.255 -2.615 -0.390
C 6.739 -2.743 -0.134
C 4.664 -1.391 -0.656
C 3.305 -1.240 -0.891
N 2.869 0.114 -1.012
C 3.406 1.077 -1.796
C 2.760 2.250 -1.493
C 1.849 1.892 -0.488
N 1.912 0.602 -0.199
C -0.351 -4.190 -0.811
C -0.918 -5.426 -1.099
N -0.810 -3.452 0.335
C -1.493 -3.944 1.386
C -1.553 -2.960 2.335
C -0.873 -1.886 1.742
N -0.454 -2.153 0.533
H -0.442 -8.186 -2.952
H -1.947 -7.333 -3.275
H -1.619 -7.935 -1.650
H 0.869 -6.204 -3.852
H 1.817 -3.976 -3.361
H 2.434 -4.463 -0.530
H 4.787 -4.676 -0.036
H 7.123 -3.693 -0.510
H 6.964 -2.699 0.937
H 7.291 -1.936 -0.619
H 5.275 -0.493 -0.649
H 4.171 0.848 -2.519
H 2.887 3.213 -1.959
H 1.122 2.525 -0.001
H -1.731 -5.807 -0.490
H -1.870 -4.951 1.403
H -2.002 -3.009 3.315
H -1.348 -0.401 2.826
C -8.626 -1.581 -0.847
O -7.364 -1.275 -0.270
C -6.248 -1.663 -0.923
C -6.286 -2.462 -2.102
C -5.108 -2.809 -2.685
C -3.858 -2.414 -2.154
C -2.659 -2.791 -2.768
C -2.549 -3.552 -4.040
O -1.563 -2.457 -2.233
C -3.815 -1.576 -0.972
O -2.738 -1.142 -0.467
C -5.065 -1.242 -0.383
H -9.372 -1.179 -0.168
H -8.775 -2.658 -0.943
H -8.740 -1.113 -1.826
H -7.218 -2.788 -2.540
H -5.131 -3.406 -3.588
H -3.273 -4.365 -4.097
H -1.537 -3.935 -4.134
H -2.710 -2.853 -4.864
H -5.090 -0.601 0.489
S -1.142 2.888 -2.760
C -1.895 3.730 -4.107
C -2.749 3.073 -5.005
C -3.350 3.753 -6.060
C -3.123 5.108 -6.251
C -2.281 5.779 -5.368
C -1.677 5.104 -4.318
H -2.965 2.021 -4.858
H -4.006 3.215 -6.736
H -3.590 5.633 -7.077
H -2.091 6.839 -5.504
H -1.012 5.622 -3.637
F -2.110 -0.140 -2.761
Te -0.137 0.557 -4.554
F -0.366 -1.542 -4.151
F -0.403 -0.166 -6.404
F 1.013 2.067 -4.812
F 1.551 -0.197 -4.952
O 0.491 0.099 -2.674
C 4.211 6.775 5.293
C 3.492 5.596 4.689
C 3.432 5.416 3.315
C 2.767 4.331 2.742
C 2.747 4.218 1.232
C 2.139 3.395 3.575
Te 1.063 1.795 2.674
N -0.968 0.691 -0.376
C -1.572 1.311 0.363
O -0.571 -0.712 2.346
C -2.331 2.090 1.304
C -2.120 3.451 1.419
C -2.817 4.162 2.384
C -3.725 3.515 3.208
C -3.965 2.158 3.048
C -3.260 1.438 2.095
C 2.172 0.249 3.601
C 1.558 -0.561 4.553
C 2.221 -1.649 5.099
C 3.513 -1.940 4.681
C 4.130 -1.133 3.739
C 3.482 -0.027 3.185
C 4.204 0.831 2.177
C 2.174 3.571 4.970
C 1.488 2.632 5.930
C 2.857 4.660 5.497
H 4.700 7.371 4.522
H 4.971 6.449 6.006
H 3.514 7.424 5.829
H 3.913 6.139 2.662
H 3.525 4.838 0.787
H 1.786 4.548 0.825
H 2.893 3.188 0.904
H -1.424 3.936 0.744
H -2.648 5.225 2.490
H -4.258 4.073 3.967
H -4.699 1.657 3.664
H -3.433 0.380 1.929
H 0.549 -0.334 4.875
H 1.729 -2.272 5.838
H 4.035 -2.801 5.081
H 5.134 -1.370 3.404
H 5.131 0.356 1.856
H 4.439 1.808 2.608
H 3.578 0.999 1.297
H 0.454 2.458 5.628
H 1.499 3.043 6.940
H 1.983 1.661 5.952
H 2.887 4.786 6.577
*
```

Values from the calculation:
Gap between HOMO and LUMO (alpha / beta) in Ha: 0.1867 / 0.1721
Energy in eV: -121053.7337
LUMO level (alpha / beta) in eV: 1.507 / 1.108
HOMO (alpha / beta) in eV: -3.57 / -3.57
Max |F| in hartree/bohr: 0.0558
ΔE to the lowest compared entry with this formula, charge and spin in eV: 0.0000